1.
Computed, not measured: a single C6H7BrO molecule in a non-equilibrium geometry, with ωB97M-V/def2-TZVPD.

Geometry (Å):
Br  3.88274  0.41832  0.02016
O  1.01513  -2.21149  -0.09368
C  -0.13470  0.02073  0.04441
C  1.00401  0.99629  -0.13630
C  -0.95004  0.08130  1.29563
C  2.01744  0.18040  -0.08577
C  -1.10305  -0.12927  -1.13393
C  0.99178  -1.05199  -0.00435
H  -1.99741  -0.63358  -0.86977
H  1.08756  2.09579  -0.06472
H  -1.90196  0.58165  1.10093
H  -0.54293  0.50460  2.22309
H  -0.72848  -0.67567  -2.00727
H  -1.43761  0.83036  -1.67309
H  -1.20249  -1.00743  1.38466

Computed properties:
energy above the lowest of the compared OMol25 structures with the same formula, charge and spin: 2.0299 eV
HOMO level: -0.352 hartree
total energy: -78423.4102 eV
SMILES: CC1(C)C=C(Br)C1=O
LUMO level: 0.77 eV
maximum force: 3.1 eV/A

---

2.
Computed, not measured: a single C6H7Cl molecule in a non-equilibrium geometry, with ωB97M-V/def2-TZVPD.

Geometry (Å):
Cl  -3.31774  -0.54654  0.06882
C  -1.85022  -0.01038  -0.54755
C  -1.42808  1.30016  0.00894
C  1.44584  -1.96637  -0.08477
C  0.77824  -0.82975  0.53225
C  0.04298  1.50201  0.13260
C  0.96359  0.49993  0.21548
H  2.00705  0.81942  0.17312
H  0.63956  -2.44858  -0.64660
H  2.26788  -1.73829  -0.77319
H  -1.90954  1.56984  0.95744
H  0.39490  2.51947  0.03185
H  1.76831  -2.68449  0.66983
H  -1.80275  2.01358  -0.73824

Computed properties:
energy above the lowest of the compared OMol25 structures with the same formula, charge and spin: 6.2383 eV
HOMO level (spin up / spin down): -0.289 / -0.280 hartree
total energy: -18850.8224 eV
LUMO level (spin up / spin down): -0.51 / -0.61 eV
maximum force: 1.1 eV/A

---

3.
Computed, not measured: a molecular structure, C6H7Cl2F6N3O8ReS2, with ωB97M-V/def2-TZVPD.

Geometry (Å):
Re  -0.01633  0.95376  0.13463
Cl  -0.99326  3.15929  0.31595
Cl  0.92023  4.63214  -1.40813
S  -0.47537  0.36030  -3.08754
S  -1.89030  -1.01929  -1.17407
F  1.82324  -0.04274  -4.22837
F  0.38790  -1.64231  -4.51057
F  -3.93063  -1.90743  0.09696
F  -3.69198  -2.71687  -1.90114
F  -4.43856  -0.69908  -1.63023
F  1.35825  -1.39139  -2.58427
O  -1.91067  0.23111  -0.30200
O  2.71066  3.70041  1.27769
O  0.21143  0.99806  -1.88565
O  -1.04041  -2.02079  -0.59164
O  1.62918  1.91359  0.46679
O  0.22403  -0.76126  3.79316
O  -0.82161  1.27005  -4.10208
O  -0.23375  0.53285  2.09376
N  1.19008  -1.18182  1.75212
N  1.25205  -0.79074  0.39279
N  -1.62968  -0.60157  -2.64111
C  1.77511  3.22820  0.73500
C  0.91727  -1.88755  4.42235
C  0.38504  -0.47090  2.56480
C  0.65141  4.14144  0.21351
C  0.88294  -0.76710  -3.68123
C  -3.66250  -1.64001  -1.16049
H  1.60984  -2.06332  2.01512
H  0.95519  -1.57344  -0.20209
H  0.45618  4.97680  0.87888
H  2.21164  -0.51147  0.16687
H  1.99267  -1.73379  4.35251
H  0.60086  -1.85734  5.45751
H  0.58987  -2.81778  3.96022

Computed properties:
energy above the lowest of the compared OMol25 structures with the same formula, charge and spin: 0.0000 eV
HOMO level (spin up / spin down): -0.629 / -0.643 hartree
total charge: +2
total energy: -92317.5678 eV
2S+1: 4
expectation value of S²: 3.763
LUMO level (spin up / spin down): -7.70 / -9.33 eV
maximum force: 0.5 eV/A